{"formula": "C36H107N9O13", "method": "wB97M-V/def2-TZVPD", "homo_ev": -8.70, "e_lumo_ev": 0.261, "elements": ["O", "H", "H", "O", "H", "H", "O", "H", "H", "O", "H", "H", "C", "C", "C", "O", "C", "N", "H", "H", "H", "H", "H", "H", "H", "H", "H", "H", "H", "C", "C", "C", "O", "C", "N", "H", "H", "H", "H", "H", "H", "H", "H", "H", "H", "H", "C", "C", "C", "O", "C", "N", "H", "H", "H", "H", "H", "H", "H", "H", "H", "H", "H", "C", "C", "C", "O", "C", "N", "H", "H", "H", "H", "H", "H", "H", "H", "H", "H", "H", "C", "C", "C", "O", "C", "N", "H", "H", "H", "H", "H", "H", "H", "H", "H", "H", "H", "C", "C", "C", "O", "C", "N", "H", "H", "H", "H", "H", "H", "H", "H", "H", "H", "H", "C", "C", "C", "O", "C", "N", "H", "H", "H", "H", "H", "H", "H", "H", "H", "H", "H", "C", "C", "C", "O", "C", "N", "H", "H", "H", "H", "H", "H", "H", "H", "H", "H", "H", "C", "C", "C", "O", "C", "N", "H", "H", "H", "H", "H", "H", "H", "H", "H", "H", "H"], "positions_angstrom": [[3.02897, 2.91414, 5.07897], [2.07341, 2.81462, 5.01183], [3.17049, 3.86411, 5.16506], [2.94367, 4.36819, -0.05631], [2.58274, 3.54152, 0.33040], [2.15385, 4.86074, -0.36785], [-2.08948, -2.31486, -0.27339], [-2.42353, -2.09690, 0.63232], [-2.35267, -3.23038, -0.41814], [4.67995, -0.72945, -1.40233], [4.63780, 0.23051, -1.29398], [4.17003, -0.90787, -2.20063], [-4.16560, 0.13552, -1.14640], [-5.59828, 0.13460, -1.68851], [-6.65296, 0.20662, -0.59492], [-6.49716, -0.86233, 0.30781], [-7.00484, -2.11166, -0.12233], [-5.64530, 1.17893, -2.71333], [-4.02790, 1.11585, -0.66962], [-3.42964, 0.03571, -1.94061], [-3.90796, -0.61759, -0.39938], [-5.73036, -0.79130, -2.26164], [-7.65604, 0.17616, -1.04475], [-6.65317, 1.16586, -0.07043], [-7.03759, -2.72864, 0.77170], [-6.38224, -2.56129, -0.89972], [-8.00445, -1.99702, -0.55386], [-6.57255, 1.33919, -3.11035], [-5.53026, 2.07534, -2.22386], [2.91394, -5.60202, 0.49810], [4.12286, -4.69791, 0.60248], [4.49076, -4.33803, 2.03886], [3.47222, -3.59746, 2.68711], [3.47420, -2.23262, 2.36106], [5.28425, -5.28836, -0.07413], [2.57941, -5.66537, -0.53770], [2.13453, -5.19535, 1.14955], [3.07941, -6.61490, 0.87883], [3.81480, -3.79721, 0.04422], [5.41026, -3.72598, 2.08485], [4.73477, -5.19496, 2.67254], [4.38514, -1.75077, 2.73340], [2.60061, -1.73217, 2.76591], [3.51822, -2.03952, 1.28375], [4.99771, -5.54401, -1.01362], [6.02926, -4.60238, -0.12847], [-1.89648, -1.37008, 3.69781], [-3.12475, -2.17245, 3.30335], [-4.18173, -2.28473, 4.39542], [-5.09874, -3.29301, 4.01460], [-5.97722, -3.54677, 5.08583], [-3.67067, -1.63678, 2.01836], [-1.17975, -1.93346, 4.29883], [-2.15812, -0.44992, 4.23041], [-1.31620, -1.07013, 2.82291], [-2.81823, -3.20114, 3.07814], [-4.74989, -1.34485, 4.42109], [-3.71488, -2.46363, 5.36820], [-5.45567, -3.93390, 5.96161], [-6.75443, -4.26240, 4.80825], [-6.56859, -2.64764, 5.29717], [-4.48712, -2.24156, 1.87911], [-4.09194, -0.74501, 2.29793], [-7.15556, 2.10237, 4.19298], [-6.63033, 1.27827, 3.03553], [-5.15163, 1.42771, 2.76338], [-4.87683, 2.75818, 2.39337], [-3.49024, 2.94934, 2.15743], [-6.99600, -0.13143, 3.18645], [-8.23326, 1.92803, 4.29046], [-7.01285, 3.17673, 4.11359], [-6.76099, 1.75590, 5.15602], [-7.18886, 1.71350, 2.19167], [-4.84916, 0.77801, 1.92801], [-4.52745, 1.12282, 3.62196], [-3.06259, 2.03908, 1.72510], [-3.00647, 3.18105, 3.10736], [-3.35355, 3.75472, 1.44052], [-7.98269, -0.18208, 3.38893], [-6.70946, -0.65927, 2.37068], [0.68891, -3.34247, -2.08085], [1.28260, -4.48220, -2.92773], [0.82312, -5.84763, -2.45128], [1.82332, -6.80247, -2.71874], [1.40980, -8.09588, -2.38468], [1.18595, -4.28912, -4.37525], [0.83581, -2.37894, -2.56753], [1.09755, -3.31475, -1.06763], [-0.38356, -3.48574, -1.90907], [2.35342, -4.46438, -2.68055], [-0.13178, -6.11418, -2.92638], [0.66522, -5.79958, -1.36622], [0.57491, -8.41544, -3.01512], [1.12812, -8.22769, -1.33242], [2.24013, -8.78695, -2.52520], [0.19498, -4.23489, -4.63269], [1.43922, -3.30868, -4.51786], [0.88441, 5.43659, -4.42854], [0.51818, 5.04161, -2.99259], [0.58526, 6.17349, -1.98174], [0.52473, 5.64117, -0.66294], [0.28782, 6.63852, 0.29636], [-0.83176, 4.49757, -3.02326], [0.97672, 4.52587, -5.01407], [1.78830, 6.05127, -4.43722], [0.12920, 6.07335, -4.89320], [1.23566, 4.27658, -2.65851], [-0.25208, 6.84073, -2.22667], [1.46059, 6.82812, -2.05959], [1.14397, 7.32043, 0.40359], [0.17516, 6.16102, 1.26867], [-0.56515, 7.28125, 0.05963], [-1.06394, 4.18869, -2.07807], [-0.90297, 3.62679, -3.56940], [-0.49577, 1.99697, -6.64137], [-0.24204, 1.20247, -5.36413], [1.24500, 1.23495, -5.03850], [1.98621, 0.92628, -6.19531], [3.37201, 1.09385, -6.00855], [-1.11969, 1.77194, -4.29725], [-0.18565, 3.04292, -6.55203], [-1.55315, 2.04185, -6.91076], [0.06773, 1.60906, -7.48967], [-0.59169, 0.17314, -5.52165], [1.53363, 0.53520, -4.24619], [1.44894, 2.26120, -4.69861], [3.65439, 2.10695, -6.31931], [3.90201, 0.47417, -6.74000], [3.72007, 0.78444, -5.02157], [-2.06351, 1.57180, -4.62277], [-1.01224, 1.07005, -3.55879], [7.97757, 2.74734, 3.35139], [8.46239, 1.48558, 2.65710], [7.84054, 1.27233, 1.27210], [6.44081, 1.36734, 1.24657], [5.72559, 0.38481, 1.96006], [9.93063, 1.53426, 2.56598], [8.25959, 3.64632, 2.79981], [8.30513, 2.78653, 4.38635], [6.88290, 2.74144, 3.32701], [8.17018, 0.61879, 3.25508], [8.11920, 0.25321, 0.95006], [8.28858, 1.88688, 0.48853], [5.42089, 0.76337, 2.94031], [6.36268, -0.47974, 2.19061], [4.89617, 0.06103, 1.33733], [10.27252, 0.63316, 2.23676], [10.20477, 2.19413, 1.84242], [1.33839, -0.27923, 0.33718], [0.08045, 0.58553, 0.15300], [0.43092, 2.05547, -0.04305], [1.20768, 2.51811, 1.03910], [0.54128, 2.65061, 2.26120], [-0.65845, 0.05750, -0.99753], [1.85975, -0.38301, -0.61795], [1.04646, -1.29836, 0.61062], [2.05263, 0.04246, 1.09270], [-0.49072, 0.38987, 1.07026], [-0.51947, 2.59958, -0.14734], [1.00305, 2.25919, -0.94649], [0.53639, 1.72210, 2.83991], [-0.46319, 3.06615, 2.14701], [1.09257, 3.36072, 2.88122], [-1.55317, 0.55150, -1.01158], [-0.94176, -0.88900, -0.70751]], "forces_ev_per_angstrom": [[-0.09, 0.10, 0.02], [0.08, -0.01, 0.03], [0.03, -0.11, -0.03], [-0.26, -0.21, -0.12], [0.15, 0.83, -0.18], [0.42, -0.51, 0.37], [-0.11, -0.35, 0.59], [-0.22, 0.04, -0.50], [0.09, 0.07, 0.00], [-0.10, 0.14, -0.04], [0.07, -0.14, 0.03], [0.05, 0.01, 0.08], [-0.13, 0.44, 0.52], [0.73, -0.62, -0.88], [-0.36, -0.05, -0.73], [-0.03, 0.15, 0.52], [0.00, 0.39, -0.24], [-0.61, 1.44, 0.58], [0.23, 0.02, 0.00], [-0.17, 0.05, -0.24], [-0.47, -0.04, -0.12], [-0.17, -0.13, 0.29], [0.00, -0.20, -0.12], [0.51, -0.12, 0.33], [-0.05, -0.25, -0.13], [0.16, -0.12, 0.15], [-0.11, -0.02, 0.19], [0.01, -0.72, -0.04], [0.48, -0.19, -0.20], [-0.18, -0.32, 0.68], [0.13, 0.07, -0.53], [0.46, 0.74, 0.24], [-0.55, -0.31, 0.13], [0.78, 0.33, -0.45], [-0.22, -0.16, 0.34], [-0.04, -0.04, 0.12], [-0.16, 0.13, -0.35], [0.34, 0.02, -0.15], [0.13, 0.25, 0.50], [-0.03, -0.09, -0.41], [-0.42, -0.25, -0.29], [-0.06, 0.01, 0.38], [-0.10, -0.20, 0.18], [-0.30, -0.20, -0.12], [0.27, 0.01, 0.01], [-0.03, -0.07, -0.19], [0.33, 0.25, 0.14], [0.54, -0.50, -0.51], [0.03, 0.66, -0.87], [0.27, -0.41, 0.34], [-1.09, 0.10, -0.24], [-0.58, -0.46, 1.44], [-0.31, -0.05, 0.26], [-0.03, -0.05, 0.04], [-0.23, -0.02, -0.19], [0.09, 0.07, 0.05], [0.13, 0.18, 0.36], [-0.07, -0.23, 0.06], [0.06, 0.18, 0.13], [0.43, -0.28, -0.35], [0.37, 0.18, 0.42], [0.06, 0.30, -0.46], [0.23, -0.21, -0.53], [-0.25, -0.55, 1.11], [-0.90, 0.40, -0.47], [0.20, -0.03, -0.10], [0.07, 0.15, -0.20], [-0.43, -0.25, 0.09], [0.88, 0.46, 0.80], [-0.01, 0.10, -0.20], [0.23, -0.04, -0.26], [0.27, 0.10, -0.12], [0.48, -0.04, -0.41], [-0.26, 0.05, -0.07], [-0.26, 0.08, 0.15], [0.20, -0.01, 0.02], [0.31, 0.02, -0.03], [-0.07, 0.18, 0.10], [-0.05, -0.38, -0.27], [-0.54, 0.06, -0.09], [-0.68, -0.55, 0.09], [0.94, 0.38, 0.84], [-0.07, 0.33, -0.05], [-0.01, 0.07, -0.02], [0.10, -0.67, 0.08], [-0.75, 0.70, 0.05], [0.02, 0.07, 0.11], [0.30, 0.02, -0.13], [-0.06, 0.16, -0.32], [0.02, -0.10, -0.28], [0.00, -0.12, -0.04], [-0.19, -0.01, -0.01], [-0.08, -0.04, 0.00], [-0.17, 0.41, 0.06], [0.09, 0.15, -0.29], [0.10, -0.46, 0.09], [0.41, -0.28, -0.25], [0.07, 0.71, 0.62], [0.27, -0.41, -0.37], [-0.15, 0.48, -0.65], [-0.64, 0.16, -0.47], [0.52, 0.54, 0.53], [-0.53, -0.36, 0.68], [0.23, 0.10, -0.19], [0.28, -0.45, -0.14], [-0.30, -0.19, 0.17], [0.21, 0.08, -0.03], [-0.32, -0.12, 0.49], [0.37, -0.38, -0.18], [0.10, -0.12, -0.20], [-0.24, -0.09, -0.09], [-0.23, -0.33, -0.05], [-0.07, 0.21, -0.10], [0.29, 0.47, 0.00], [0.13, 0.34, -0.44], [-0.89, 0.13, -0.90], [-0.32, 0.45, 0.32], [-0.07, -0.35, 0.10], [0.32, -0.07, -1.18], [0.83, -1.35, 0.06], [0.08, -0.05, 0.33], [-0.03, -0.26, 0.11], [-0.13, -0.20, 0.08], [0.47, -0.08, -0.24], [-0.21, 0.04, 0.22], [0.24, -0.03, 0.08], [0.08, 0.17, 0.78], [-0.28, -0.24, 0.11], [-0.06, 0.35, 0.15], [-0.08, 0.37, -0.02], [-0.08, 0.50, 0.51], [-0.92, -0.21, -0.43], [0.41, 0.63, -0.26], [0.13, -1.20, 0.16], [-0.17, 0.66, -0.53], [0.79, -0.14, 0.31], [-0.04, -0.64, -0.13], [0.30, -0.01, 0.11], [0.18, 0.10, -0.04], [0.05, 0.06, 0.19], [0.22, 0.04, 0.18], [0.05, -0.08, 0.12], [-0.36, 0.61, 0.24], [-0.39, 0.10, -0.13], [-0.05, -0.11, -0.30], [-0.19, 0.03, 0.19], [0.05, 0.09, 0.12], [-0.08, 0.12, 0.13], [-0.09, -0.43, -0.46], [1.18, -0.93, -0.09], [-0.74, -0.55, 0.43], [0.05, 0.32, -0.11], [0.20, 0.32, 0.64], [-0.46, 0.05, 0.45], [0.10, 0.18, 0.01], [-0.12, 0.03, 0.01], [-0.17, 0.39, 0.02], [-0.21, 0.75, 0.15], [0.10, 0.35, 0.19], [0.11, -0.33, -0.09], [-0.32, -0.20, -0.19], [-0.17, -0.23, -0.12], [0.18, 0.10, -0.23], [0.14, -0.03, -0.22], [0.18, 0.29, -0.64]], "mulliken_charge": [-0.5989, 0.2925, 0.3172, -0.7489, 0.3757, 0.3698, -0.6289, 0.0773, 0.2856, -0.5290, 0.2811, 0.2445, -0.7629, 0.2699, -0.8440, 0.0651, -1.0133, -0.7628, 0.2654, 0.4692, 0.1318, 0.2328, 0.3984, 0.1567, 0.2397, 0.3007, 0.3914, 0.2786, 0.2847, -1.0615, 1.3576, -0.8445, -0.4011, -0.5799, -0.8032, -0.1395, 0.3704, 0.4439, -0.2939, 0.2750, 0.3154, 0.4263, 0.2903, 0.1738, 0.2944, 0.2765, -1.2735, 0.3218, -0.4713, -0.3096, -0.7930, 0.6297, 0.4885, 0.3293, -0.0127, 0.4261, 0.0710, 0.5418, 0.3049, 0.2819, 0.2939, 0.0701, -0.7620, -1.8176, 0.5238, 1.5436, -0.4600, -0.6721, -0.2887, 0.4485, 0.3554, 0.3584, -0.0450, -1.4861, 0.4088, 0.0823, 0.3723, 0.3766, 0.3161, 0.0479, -0.8630, 0.9352, -1.0296, -0.3582, -0.7813, -0.7256, 0.1613, 0.1653, 0.0528, -0.0136, 0.5802, 0.3113, 0.3213, 0.2943, 0.2800, 0.3295, 0.2443, -1.5069, 1.5807, -1.3825, 0.0222, -0.8674, -0.8021, 0.0837, 0.3875, 0.3851, -0.0477, 0.4519, 0.4249, 0.3222, 0.2160, 0.3016, 0.2199, 0.4293, -1.5575, 0.4891, -0.2585, -0.4114, -0.6951, -0.5809, 0.2188, 0.4425, 0.4051, 0.4005, 0.2761, 0.1049, 0.2888, 0.2868, 0.2132, 0.2647, -0.0857, -1.3087, 0.5946, -0.8723, -0.3831, -0.5378, -0.7378, 0.3220, 0.3311, 0.2854, 0.2647, 0.4296, 0.3825, 0.3662, 0.4425, -0.1480, 0.2750, 0.2940, -2.1441, 2.7013, -0.6723, -0.2115, -0.7922, 0.0483, 0.1801, 0.4724, 0.3491, -0.7192, 0.1618, 0.0271, 0.2332, 0.2588, 0.2103, 0.0105, -0.1784]}


{"formula": "C6H28O8", "method": "wB97M-V/def2-TZVPD", "homo_ev": -8.89, "smiles": "C=C(CC)CC.O.O.O.O.O.O.O.O", "e_lumo_ev": 0.132, "elements": ["C", "C", "C", "C", "C", "C", "H", "H", "H", "H", "H", "H", "H", "H", "H", "H", "H", "H", "O", "H", "H", "O", "H", "H", "O", "H", "H", "O", "H", "H", "O", "H", "H", "O", "H", "H", "O", "H", "H", "O", "H", "H"], "positions_angstrom": [[-2.19170, 1.45985, -2.22490], [-1.49839, 0.90106, -1.23435], [-2.09551, -0.25646, -0.45582], [-3.39633, 0.14280, 0.27265], [-0.02196, 1.29515, -1.02205], [0.33817, 2.75175, -1.37680], [-3.27083, 1.40155, -2.29089], [-1.66116, 1.97705, -3.01354], [-1.41271, -0.70770, 0.25162], [-2.42519, -0.95860, -1.21865], [-3.64306, 1.20235, 0.23005], [-3.49154, 0.01193, 1.35800], [-4.27068, -0.39250, -0.08902], [0.65931, 0.66644, -1.59420], [0.14283, 1.10260, 0.03806], [1.23187, 2.83053, -1.98376], [0.50275, 3.36704, -0.49302], [-0.53433, 3.14561, -1.89043], [0.49010, -0.93373, 1.64221], [1.38652, -0.73904, 1.30717], [-0.02249, -0.12609, 1.54853], [1.43147, -0.53823, -4.01743], [2.02248, 0.21144, -3.95544], [1.55619, -1.01641, -3.18336], [0.18511, -3.57085, -0.07335], [0.20391, -3.85567, -0.99055], [0.31692, -2.61355, -0.09462], [1.18918, 1.95129, 2.72392], [0.23026, 2.02804, 2.80162], [1.44003, 1.20576, 3.27446], [2.38598, -3.17137, 1.61370], [2.54464, -3.60391, 0.76905], [1.46773, -2.88081, 1.53751], [-1.70646, 1.10274, 3.13803], [-2.51350, 1.36408, 3.60017], [-1.73099, 0.16126, 3.35278], [2.13491, -0.73165, -1.39196], [1.49304, -0.42835, -0.74506], [2.84172, -1.17210, -0.90859], [3.13773, -0.55137, 1.32171], [3.70591, -0.53976, 2.10120], [2.84807, -1.49217, 1.36535]], "forces_ev_per_angstrom": [[0.11, 0.05, 0.18], [0.82, 0.07, -0.80], [-1.11, 1.01, 0.33], [-1.06, 0.37, 0.91], [-0.51, -0.18, 0.08], [-0.62, -0.21, 0.42], [0.02, -0.49, -0.29], [-0.27, 0.54, 0.19], [0.22, -0.21, -0.21], [0.49, -0.45, 0.21], [0.20, 0.17, -0.62], [0.83, -0.54, -0.07], [-0.01, -0.04, -0.37], [-0.58, 0.06, -0.12], [0.41, 0.14, 0.09], [0.03, -0.06, -0.24], [-0.04, -0.09, 0.10], [0.34, 0.44, -0.21], [-0.05, -0.67, -0.31], [-0.42, 0.81, 0.67], [0.16, 0.17, 0.05], [-0.32, -0.40, -0.21], [0.16, 0.13, 0.10], [0.09, 0.36, -0.17], [0.09, 0.10, 0.01], [-0.05, 0.03, -0.11], [-0.32, 0.01, -0.14], [0.02, 0.21, -0.25], [0.00, -0.12, 0.21], [-0.12, -0.08, 0.03], [0.23, 0.45, -0.06], [-0.09, -0.28, 0.02], [-0.23, -0.44, 0.29], [-0.47, -0.47, 0.44], [0.08, 0.60, -0.20], [0.51, -0.16, -0.25], [0.30, -0.77, -0.04], [0.20, 0.04, 0.22], [0.08, 0.24, 0.12], [0.18, -0.62, 0.07], [0.05, 0.46, -0.04], [0.63, -0.18, -0.02]], "mulliken_charge": [-1.2061, 0.3848, 0.4494, -1.2152, 1.7419, -1.3790, 0.2993, 0.3750, -0.2779, 0.3956, 0.3502, 0.3082, 0.3163, -0.5472, -0.5485, 0.3402, 0.2739, 0.3555, -0.6763, 0.3857, -0.1654, -0.6234, 0.2887, 0.3418, -0.6712, 0.2974, 0.3840, -0.6205, 0.2880, 0.2963, -0.7048, 0.3803, 0.3418, -0.5866, 0.2892, 0.2823, -0.6539, 0.3542, 0.2973, -0.6612, 0.2721, 0.4478]}


Question: Number 2 is which compound?
Answer: C6H28O8